[1]
Below is a molecular structure, C20H28EuNO2 at a distorted geometry, with properties calculated with ωB97M-V/def2-TZVPD.

Its expectation value of S² is 15.790. The calculation puts the total energy at -1694.0501 hartree. Its gap between HOMO and LUMO (alpha / beta) is 1.67 / 5.95 eV.

Structure (ORCA input):
```
! wB97M-V def2-TZVPD RIJCOSX def2/J DEFGRID3
* xyz -1 8
O 1.51576 -0.06686 -0.17243
C 1.76765 0.30032 -1.59532
C 3.03195 -0.45421 -1.61941
H 1.88302 1.42415 -1.78786
H 1.03285 -0.03053 -2.29128
C 2.75992 -0.82793 -0.09597
H 3.82356 0.27728 -1.90416
H 3.04117 -1.39624 -2.26458
C 3.58568 -0.05676 0.94582
H 3.84550 0.97181 0.55775
H 4.52235 -0.56185 1.13284
H 3.01254 0.02889 1.82099
C 2.32215 -2.27371 0.19614
H 1.57223 -2.60305 -0.51959
H 1.85861 -2.24671 1.15159
H 3.16834 -2.96603 0.10301
Eu -1.04428 0.57228 0.17976
C -2.55566 -2.72977 -1.17388
C -3.49507 -1.74671 -1.54324
C -2.82606 -0.73906 -2.27998
H -4.56601 -1.81421 -1.36888
C -1.43031 -1.09666 -2.32220
C -1.28228 -2.36220 -1.66627
H -0.40141 -2.98511 -1.62314
H -2.79009 -3.62050 -0.64702
H -3.30507 0.07282 -2.84434
H -0.65587 -0.55648 -2.87274
C -2.31074 -2.23346 1.90128
C -0.92970 -2.58953 1.78555
C -0.16830 -1.59778 2.41345
H -0.61996 -3.44669 1.20080
C -1.01881 -0.47416 2.67761
C -2.35840 -0.84005 2.31519
H -3.27975 -0.23442 2.35482
H -4.95822 -4.60776 1.39833
H 0.85976 -1.68838 2.75926
H -0.71775 0.47814 3.08209
O 0.21268 2.57271 0.63870
C 1.53841 3.30972 0.21840
C 1.17229 4.76607 -0.11251
H 1.75457 2.72462 -0.68458
H 2.36798 3.07932 0.86113
C -0.36076 4.76008 -0.20994
H 1.62501 5.06605 -1.07044
H 1.47650 5.52999 0.58247
C -0.85918 3.34949 0.03333
H -0.66961 5.13985 -1.15158
H -0.76871 5.46418 0.54445
H -1.10268 2.81645 -0.87542
H -1.73805 3.30499 0.71425
N -4.17767 -3.98516 1.43070
C -3.36010 -3.17721 1.69705
*
```

=====

[2]
Below is 2 unconnected molecules or ions with the total composition C20H28F2NO at a distorted geometry, with properties calculated with ωB97M-V/def2-TZVPD.

The calculation puts the total energy at -1108.2368 hartree. Its gap between HOMO and LUMO is 7.18 eV. The energy above the lowest of the compared OMol25 structures with the same formula, charge and spin is 0.0 kJ/mol.

Structure (ORCA input):
```
! wB97M-V def2-TZVPD RIJCOSX def2/J DEFGRID3
* xyz 1 1
C -1.55567 -0.92622 4.37028
C -1.58904 -0.57038 3.23103
C -1.85173 -0.05920 1.80574
C -1.21140 -1.01218 0.68986
C -2.50563 -1.49535 -0.12884
C -3.35196 -2.78176 0.01671
F -4.43620 -2.72187 -0.90509
C -3.80851 -3.12461 1.48132
C -2.66209 -3.91030 2.24536
N -2.76695 -0.60022 -1.04399
C -1.76999 0.52280 -1.01192
C -0.51676 -0.28958 -0.52996
F -0.36280 -1.30824 -1.52156
C 0.88192 0.41386 -0.37008
C 1.39839 0.57405 1.10949
C 1.87998 -0.78065 1.80488
C 2.07457 -1.98647 0.82501
O 3.18162 -1.82425 -0.08323
H -1.66655 -1.26514 5.42176
H -2.96115 0.07723 1.63678
H -1.42564 0.98538 1.76003
H -0.71658 -1.90652 1.15011
H -2.71470 -3.64831 -0.34266
H -4.20550 -2.23529 2.03366
H -4.66855 -3.85055 1.37886
H -2.75468 -5.02233 2.06598
H -2.82703 -3.75554 3.34349
H -1.62228 -3.62729 1.93580
H -3.52627 -0.63514 -1.73172
H -1.62304 0.98123 -2.03595
H -2.13293 1.40211 -0.42135
H 0.75440 1.46435 -0.77962
H 1.61133 -0.09395 -1.04861
H 0.68728 1.15926 1.76464
H 2.32229 1.22565 1.04684
H 1.06047 -1.06853 2.53385
H 2.81266 -0.57652 2.39938
H 1.16544 -2.26683 0.22866
H 2.30947 -2.89031 1.47323
H 3.00504 -2.45292 -0.80690
C 3.21817 3.06385 -3.71087
C 3.22973 2.90170 -2.33061
C 3.01670 3.99527 -1.49919
C 2.78239 5.25026 -2.04902
C 2.76725 5.41166 -3.42927
C 2.98925 4.31980 -4.26032
H 3.38778 2.21147 -4.35880
H 3.40632 1.92080 -1.90177
H 3.03260 3.86968 -0.42210
H 2.61176 6.10240 -1.40129
H 2.58315 6.39006 -3.85793
H 2.98284 4.44745 -5.33641
*
```

=====

[3]
Below is a molecular structure, C20H28F3HoO5S at a distorted geometry, with properties calculated with ωB97M-V/def2-TZVPD.

Its expectation value of S² is 6.005. The calculation puts the total energy at -2800.9208 hartree. Its gap between HOMO and LUMO (alpha / beta) is 7.79 / 7.79 eV. The energy above the lowest of the compared OMol25 structures with the same formula, charge and spin is 0.0 kJ/mol.

Structure (ORCA input):
```
! wB97M-V def2-TZVPD RIJCOSX def2/J DEFGRID3
* xyz 0 5
O 1.00320 0.05489 -5.54737
C 1.00769 1.31853 -6.38927
C 0.83835 0.61069 -7.72875
H 1.95156 1.88468 -6.25380
H 0.14085 1.96522 -6.14354
C 0.91448 -0.65899 -6.84349
H 1.64569 0.75327 -8.45524
H -0.13952 0.74767 -8.22680
C 2.12339 -1.53604 -7.09874
H 3.04620 -0.96798 -7.00844
H 2.04964 -1.94305 -8.10776
H 2.10610 -2.35533 -6.37783
C -0.33591 -1.50714 -7.01905
H -1.26761 -0.93379 -6.97319
H -0.36185 -2.32471 -6.29418
H -0.27492 -1.96170 -8.01299
Ho 0.45418 -0.04364 -1.16084
C -1.66769 -0.59933 0.61959
C -1.68168 0.82520 0.65195
C -2.24925 1.29260 -0.56998
H -1.47150 1.44955 1.51496
C -2.59078 0.15392 -1.35094
C -2.21308 -1.01468 -0.62492
H -2.41407 -2.04232 -0.93330
H -1.40240 -1.24361 1.46189
H -2.51228 2.32167 -0.79046
H -3.17049 0.17471 -2.27235
C 1.56152 -1.78876 0.30074
C 0.61176 -2.48746 -0.49526
C 0.98492 -2.33395 -1.88161
H -0.19061 -3.11226 -0.11352
C 2.18053 -1.54878 -1.92447
C 2.52713 -1.18733 -0.57886
H 3.45025 -0.69004 -0.26348
H 1.63769 -1.83817 1.38762
H 0.51108 -2.83309 -2.72565
H 2.77923 -1.33028 -2.80849
O -0.12774 1.17851 -3.24826
C -1.23166 0.89556 -4.15337
C -1.96449 2.19475 -4.30900
H -1.77768 0.02750 -3.78654
H -0.74711 0.65167 -5.09321
C -0.84580 3.25244 -4.19820
H -2.68310 2.29790 -3.48612
H -2.48319 2.19497 -5.26874
C 0.37582 2.50324 -3.67857
H -1.14070 4.07582 -3.54270
H -0.65283 3.69911 -5.18170
H 0.91580 3.00091 -2.86758
H 1.10392 2.30694 -4.47023
F 0.49258 3.36431 2.42070
C 0.83868 3.37322 1.11941
F -0.30576 3.44757 0.36528
F 1.57830 4.46717 0.86817
S 1.79123 1.84459 0.67008
O 3.07429 1.96558 1.27901
O 0.90670 0.72662 1.08497
O 1.72100 1.82325 -0.83621
*
```

=====

[4]
Below is a single C20H28FN3O2 molecule, with properties calculated with ωB97M-V/def2-TZVPD.

Its SMILES is O=C(C[C@H]1C(=O)NCCN1Cc1cccc(F)c1)NC1CCCCCC1. The calculation puts the total energy at -1193.5727 hartree. Its gap between HOMO and LUMO is 9.49 eV. The energy above the lowest of the compared OMol25 structures with the same formula, charge and spin is 22.9 kJ/mol.

Structure (ORCA input):
```
! wB97M-V def2-TZVPD RIJCOSX def2/J DEFGRID3
* xyz 0 1
O -1.80484 -0.14696 1.96017
C -0.89753 -0.64251 1.31821
C -1.16323 -1.63632 0.18946
C -0.44900 -1.26774 -1.13918
C 0.76606 -2.17712 -1.21976
O 1.76991 -1.94082 -0.56638
N 0.64249 -3.28456 -1.96381
C -0.52073 -3.53010 -2.78005
C -0.98319 -2.19218 -3.34076
N -1.39858 -1.34469 -2.24616
C -1.82393 -0.03191 -2.71413
C -2.38919 0.79949 -1.59478
C -3.56091 0.41021 -0.95682
C -4.06782 1.14318 0.09973
C -3.42692 2.29283 0.52706
C -2.27582 2.68043 -0.12813
F -1.64502 3.81319 0.25572
C -1.74192 1.95162 -1.17458
N 0.40129 -0.39701 1.54090
C 0.83432 0.53854 2.55779
C 2.17836 0.13453 3.17127
C 3.27606 -0.34783 2.21698
C 3.53606 0.49199 0.95785
C 3.18433 1.97587 1.05380
C 1.69853 2.25297 0.82623
C 0.81689 1.98380 2.03919
H -2.23746 -1.66026 0.01415
H -0.85095 -2.62758 0.52856
H -0.06376 -0.24229 -1.05285
H 1.41490 -3.93386 -1.96790
H -0.25935 -4.21761 -3.58569
H -1.32626 -3.97023 -2.18032
H -1.83984 -2.33798 -4.00391
H -0.15950 -1.74782 -3.93129
H -0.99124 0.51068 -3.19681
H -2.59932 -0.19882 -3.46885
H -4.06772 -0.48254 -1.29122
H -4.96651 0.81844 0.59997
H -3.80012 2.87630 1.35263
H -0.83457 2.29476 -1.64955
H 1.10745 -0.82634 0.95559
H 0.07256 0.49230 3.34856
H 2.54263 0.99135 3.74048
H 2.00361 -0.67259 3.88765
H 4.19433 -0.39615 2.80833
H 3.05486 -1.36805 1.89716
H 2.98851 0.06178 0.11781
H 4.59732 0.39906 0.71429
H 3.49706 2.38178 2.01699
H 3.74868 2.50472 0.28086
H 1.35161 1.65060 -0.01704
H 1.56767 3.30276 0.55165
H 1.11561 2.64249 2.85730
H -0.21588 2.22620 1.78367
*
```

=====

Among the records above, which one has the highest total energy? C20H28F2NO

=====

total energy of number 2 (C20H28F2NO)? -1108.2368 hartree